1.
{"formula": "C6H10N2", "method": "ωB97M-V/def2-TZVPD", "symbols": ["C", "C", "C", "C", "C", "C", "N", "N", "H", "H", "H", "H", "H", "H", "H", "H", "H", "H"], "xyz": [[-1.244328, -1.827477, -0.501276], [0.570737, 1.049643, -0.460471], [-0.587076, -0.777421, 0.123463], [1.044709, -0.477520, -0.376156], [2.081103, -0.912010, 0.634159], [-1.818828, 1.578433, -0.003888], [-1.852167, -2.637091, -1.075537], [-0.814278, 0.654977, -0.548019], [0.804148, 1.571360, 0.494763], [0.719878, 1.664261, -1.422541], [-0.420079, -0.837571, 1.175461], [1.089751, -0.958626, -1.295192], [1.796361, -0.687854, 1.728774], [2.964004, -0.548713, 0.227918], [2.227931, -2.010491, 0.738115], [-2.679912, 0.984974, 0.335993], [-1.677061, 2.036304, 1.059194], [-2.204893, 2.134822, -0.834758]], "atomic_forces_ev_per_a": [[-2.258, -2.341, -1.622], [0.319, -0.617, -1.203], [3.978, 4.398, -1.642], [-3.295, 0.764, 2.312], [-2.044, -1.411, 1.645], [-0.758, -1.810, 2.114], [1.029, 1.023, 0.875], [-1.127, -1.980, 2.238], [0.155, 0.004, -0.649], [0.880, -0.694, 1.687], [-0.854, 0.126, 0.961], [0.588, -0.566, -1.798], [0.796, 0.622, -1.761], [2.162, 1.007, 0.278], [-0.381, 0.439, -0.740], [-0.063, -0.382, -0.702], [0.803, 0.205, -2.100], [0.071, 1.211, 0.109]], "total_energy_ev": -9361.2176, "smiles": "C[C@@H]1CN(C)[C@H]1C#N", "gap_ev": 10.22, "e_lumo_ev": 0.86, "e_homo_ev": -9.36}

***

2.
{"formula": "C6H10N2", "method": "ωB97M-V/def2-TZVPD", "symbols": ["C", "C", "C", "C", "C", "C", "N", "N", "H", "H", "H", "H", "H", "H", "H", "H", "H", "H"], "xyz": [[-0.935650, -1.280376, -1.063662], [-1.476593, -0.211451, -0.377720], [0.388131, -0.974752, -1.494244], [-0.472938, 0.634785, -0.073629], [0.697165, 0.240197, -0.955432], [1.880108, 1.237045, -1.055693], [-0.591073, -0.795853, 2.628139], [-1.049519, 0.286432, 2.025630], [-1.473276, -2.210331, -1.320077], [-2.458460, -0.240062, 0.055359], [0.733338, -1.424117, -2.454222], [-0.420262, 1.689685, 0.013381], [1.467835, 2.122959, -1.432902], [2.559376, 0.814314, -1.668074], [2.103955, 1.452714, -0.019113], [-0.782088, -1.733199, 2.026945], [0.428648, -0.832123, 2.884947], [-0.598697, 1.224134, 2.280369]], "atomic_forces_ev_per_a": [[-2.286, -0.556, 0.152], [-2.669, -3.802, -0.704], [0.844, 1.012, -1.578], [3.633, 1.801, -0.722], [0.634, 0.040, 1.397], [-4.076, -1.363, 2.208], [1.786, -2.837, -1.198], [0.124, 2.108, -0.827], [0.295, 0.670, 0.124], [-0.189, 0.185, 0.030], [0.491, 0.209, 1.249], [-0.899, 1.024, 0.706], [-0.286, 1.459, -0.935], [2.893, -0.909, -1.618], [1.011, -0.070, 0.073], [0.086, 2.916, 1.645], [-1.180, 0.255, -0.250], [-0.213, -2.142, 0.249]], "total_energy_ev": -9358.5868, "gap_ev": [7.81, 6.90], "e_lumo_ev": [0.26, -0.51], "e_homo_ev": [-7.56, -7.41]}

***

3.
{"formula": "C6H10N2", "method": "ωB97M-V/def2-TZVPD", "symbols": ["C", "C", "C", "C", "C", "C", "N", "N", "H", "H", "H", "H", "H", "H", "H", "H", "H", "H"], "xyz": [[1.065591, -1.928166, -0.255516], [-0.449662, 2.148672, 1.310865], [0.231656, 1.003440, 1.325155], [1.721245, -0.613536, 0.297127], [0.817047, 0.474091, 0.169998], [-1.713268, -0.213147, -1.513006], [-0.205580, -1.810585, -0.556023], [-0.922723, -0.758345, -0.454333], [1.510488, -2.842079, -0.021179], [-1.172619, 2.514567, 2.013499], [-0.736497, 2.371581, 0.274832], [0.400272, 0.333215, 2.294278], [1.968341, -0.952653, 1.212937], [2.569530, -0.426510, -0.261224], [0.513551, 0.877970, -0.746978], [-2.116021, 0.747187, -1.124645], [-1.113362, 0.116150, -2.285160], [-2.367989, -1.041852, -1.680627]], "atomic_forces_ev_per_a": [[-3.814, 2.807, -0.405], [-1.581, -0.491, -1.378], [0.334, -0.821, 3.565], [-1.278, -1.208, -3.186], [-2.182, -1.001, 0.691], [-0.024, 0.298, 2.292], [1.913, -2.129, -0.796], [2.534, 1.001, 2.593], [0.438, -1.509, -0.154], [0.355, 0.105, 0.760], [0.433, 0.906, 0.251], [-0.351, 1.789, -1.881], [0.945, -0.121, 3.606], [2.118, 0.082, -1.195], [0.726, 1.081, -1.297], [-0.602, -1.006, -0.011], [1.206, 0.030, -2.447], [-1.168, 0.184, -1.006]], "total_energy_ev": -9358.5678, "gap_ev": [7.69, 7.73], "e_lumo_ev": [0.39, 0.24], "e_homo_ev": [-7.30, -7.49]}

***

4.
{"formula": "C6H10N2", "method": "ωB97M-V/def2-TZVPD", "symbols": ["C", "C", "C", "C", "C", "N", "N", "C", "H", "H", "H", "H", "H", "H", "H", "H", "H", "H"], "xyz": [[-1.699012, 0.006861, -0.214716], [-1.037768, -0.807792, 2.183552], [1.538898, 0.201186, -2.007598], [-0.685763, -0.202456, 0.871415], [0.324642, 0.496983, -1.165514], [-0.634604, -0.493916, -1.065408], [1.719723, 0.246448, 1.101688], [0.588122, 0.276770, 0.532206], [2.397938, 0.882411, 0.681879], [-2.545109, -0.678221, -0.169008], [-2.040973, 1.037035, -0.383853], [-0.036510, 1.531772, -1.263525], [-1.491552, -1.792116, 2.030624], [-0.166064, -0.916344, 2.829383], [-1.773833, -0.195553, 2.718288], [1.307780, 0.346448, -3.066018], [2.356007, 0.884114, -1.759975], [1.878078, -0.823633, -1.853418]], "atomic_forces_ev_per_a": [[0.871, 0.278, -0.237], [0.021, -0.204, 0.215], [-0.030, 0.011, 0.033], [-0.926, -0.503, 0.200], [0.708, 0.744, 1.757], [-1.076, -0.673, 0.377], [-0.545, -0.106, 0.414], [1.069, 1.042, -2.195], [-0.147, -0.238, -0.156], [0.156, -0.007, 0.161], [0.098, -0.072, -0.105], [-0.187, -0.174, -0.262], [0.041, 0.058, 0.014], [0.023, -0.067, -0.168], [0.005, -0.032, -0.158], [0.011, -0.067, 0.064], [-0.051, -0.043, 0.043], [-0.039, 0.052, 0.002]], "total_energy_ev": -9360.9833, "gap_ev": [8.40, 8.40], "e_lumo_ev": [0.00, 0.00], "e_homo_ev": [-8.40, -8.40]}

***

5.
{"formula": "C6H10N2", "method": "ωB97M-V/def2-TZVPD", "symbols": ["C", "C", "C", "C", "C", "C", "H", "H", "H", "H", "H", "H", "H", "H", "H", "H", "N", "N"], "xyz": [[1.898990, -0.599284, -0.516570], [0.523609, 0.187029, -0.894059], [0.458812, 2.054840, 0.668473], [-1.021436, 0.298923, 0.955915], [-0.594942, -0.387244, -0.066153], [-1.378247, -1.536021, -0.422234], [2.760841, -0.164895, -1.070896], [1.765904, -1.698990, -0.830223], [2.066772, -0.484476, 0.575921], [0.167175, -0.158861, -1.859606], [0.613178, 3.075187, 0.864391], [-0.994659, 1.988754, 1.969157], [-1.906169, 0.004553, 1.406306], [-1.683366, -1.298194, -1.426955], [-0.834849, -2.485879, -0.550295], [-2.280984, -1.710840, 0.177179], [0.814262, 1.572394, -0.509517], [-0.374891, 1.343004, 1.529166]], "atomic_forces_ev_per_a": [[-1.159, -0.547, -1.160], [1.739, -2.122, 3.146], [-0.310, -3.402, -4.199], [0.067, -0.779, 0.309], [0.885, 1.100, 0.895], [-0.636, -1.704, -1.752], [-0.628, -0.279, 0.353], [0.392, 1.516, 0.697], [-0.125, -0.261, -0.737], [0.796, 1.427, -1.143], [0.596, 1.080, 0.497], [-0.302, 0.262, 0.799], [-1.494, -0.477, 1.239], [-0.750, -0.358, -0.860], [0.051, 0.261, 0.400], [0.411, 0.143, -0.014], [-0.610, 1.735, 1.265], [1.076, 2.402, 0.265]], "total_energy_ev": -9362.5783, "smiles": "CC1=CNC=N[C@H]1C", "gap_ev": 8.76, "e_lumo_ev": 0.81, "e_homo_ev": -7.95}

***

6.
{"formula": "C6H10N2", "method": "ωB97M-V/def2-TZVPD", "symbols": ["C", "C", "C", "C", "C", "C", "H", "H", "H", "H", "H", "H", "H", "H", "H", "H", "N", "N"], "xyz": [[-1.301216, 0.694121, 0.965105], [-0.624291, 0.329814, -1.236958], [0.734166, -0.622628, -1.020492], [1.177736, -0.828092, 1.128782], [-0.051459, 0.106420, 0.747968], [0.487652, 0.824196, -0.377179], [-1.294637, 1.832958, 1.127733], [-2.308906, 0.501806, 1.481561], [-1.967907, 1.401266, -0.861081], [-0.887928, 0.657286, -2.264643], [1.670950, -0.554520, -1.852906], [1.704828, -2.449911, -0.242900], [1.965977, -0.099308, 1.032593], [0.990193, -1.371656, 1.993705], [-0.590730, -0.905948, 0.524231], [1.148405, 1.622475, -0.544595], [-1.785099, 0.432940, -0.536225], [0.932266, -1.571217, -0.064699]], "atomic_forces_ev_per_a": [[-6.474, 4.688, 0.554], [4.355, -0.396, -3.960], [1.733, 4.653, -6.009], [-1.704, 2.307, 0.156], [1.033, -3.430, 5.112], [0.263, -4.013, -4.197], [0.348, -1.035, -0.468], [2.219, -1.159, 0.328], [-1.233, -0.647, 0.430], [1.139, -0.377, 0.245], [-3.129, -0.390, 1.647], [-2.658, 3.679, 0.145], [1.303, -0.585, 0.738], [0.452, -0.935, 1.736], [0.551, 1.605, -0.710], [0.660, 1.070, 0.650], [-3.124, 1.791, 2.637], [4.266, -6.826, 0.965]], "total_energy_ev": -9355.1795, "smiles": "C1N[C@@H]2[C@@H]3NC[C@@H]1[C@H]23", "gap_ev": 8.93, "e_lumo_ev": 0.99, "e_homo_ev": -7.93}

***

7.
{"formula": "C6H10N2", "method": "ωB97M-V/def2-TZVPD", "symbols": ["C", "C", "C", "C", "C", "C", "H", "H", "H", "H", "H", "H", "H", "H", "H", "H", "N", "N"], "xyz": [[-0.993091, 0.030641, 0.018949], [-0.190210, -0.806526, -0.840513], [1.187581, -0.894307, 0.772637], [-0.037873, 0.148796, 1.245614], [-0.063394, 1.299005, 0.204408], [1.295655, 1.079208, -0.474318], [-2.340763, 0.318066, -1.167550], [-2.780423, -0.833920, 0.436249], [-0.283674, -0.897546, -1.978847], [-0.328059, -1.794753, -0.649389], [0.961231, -2.103361, 0.653962], [2.022092, -0.594725, 1.238798], [-0.447543, 0.110540, 2.176029], [-0.348081, 2.282181, 0.521244], [1.001739, 1.572837, -1.577368], [2.313759, 1.465422, -0.093009], [-2.310205, 0.076464, 0.007999], [1.341264, -0.458018, -0.494894]], "atomic_forces_ev_per_a": [[7.013, 2.356, 2.166], [3.239, 0.700, -5.164], [-3.514, -1.312, 2.467], [0.244, -2.098, -3.097], [1.350, -1.957, 2.616], [-1.184, 0.118, -3.446], [-1.855, -1.515, 4.137], [1.063, 2.374, -2.057], [-0.371, 1.398, 1.074], [-0.218, -3.045, 1.102], [0.715, 3.240, 1.473], [3.225, 0.048, 2.855], [-1.010, 0.362, 2.545], [-0.491, 0.180, 0.037], [1.835, -1.690, 2.280], [-2.036, -0.291, -0.234], [-4.803, -0.230, -3.161], [-3.202, 1.362, -5.592]], "total_energy_ev": -9358.5060, "smiles": "N[C@@]12CN3C[C@@H]1[C@@H]2C3", "gap_ev": 9.66, "e_lumo_ev": 0.87, "e_homo_ev": -8.79}

***

Question: Which formula does entry 6 have?
Answer: C6H10N2